[1]
5
Properties=species:S:1:pos:R:3:forces:R:3:nbo_charge:R:1 method="wB97M-V/def2-TZVPD" e_lumo_ev="-4.280 / -4.275" homo_lumo_gap_ev="6.375 / 6.389" homo_energy_ev="-10.655 / -10.664" e_above_lowest_kcal_mol=36.9 charge=0
O 0.7347 -0.0439 1.2748 -0.5 0.1 -1.6 -0.87
O 0.7410 0.0814 -1.2673 -0.2 -0.5 1.1 -0.87
S -1.5106 1.4547 -0.0308 0.5 -3.1 0.2 -0.01
S -1.4907 -1.4522 0.0204 0.4 2.9 -0.2 -0.04
S 0.0542 -0.0321 -0.0061 -0.2 0.6 0.6 1.78



[2]
6
Properties=species:S:1:pos:R:3:forces:R:3:nbo_charge:R:1 method="wB97M-V/def2-TZVPD" e_lumo_ev="3.306 / 3.319" homo_lumo_gap_ev="6.060 / 6.215" homo_energy_ev="-2.753 / -2.896" e_above_lowest_kcal_mol=165.0 charge=-1
O 0.5723 0.9674 1.0333 -0.1 -0.7 -1.4 -0.99
O -2.8574 -0.7905 -0.1310 1.3 1.5 0.2 -0.66
O 0.0670 0.0300 -1.0379 1.4 0.9 1.1 -0.97
O 1.9976 -1.0559 0.2090 -0.5 1.3 0.0 -0.92
P -0.8650 1.1349 -0.0862 -0.8 -1.9 0.2 0.86
S 1.5041 0.2765 -0.1454 -1.2 -1.1 -0.1 1.67



[3]
7
Properties=species:S:1:pos:R:3:forces:R:3:nbo_charge:R:1 method="wB97M-V/def2-TZVPD" e_lumo_ev=-3.215 homo_lumo_gap_ev=8.481 homo_energy_ev=-11.696 e_above_lowest_kcal_mol=66.0 charge=0
O -2.1171 -0.5009 0.6305 -1.8 -0.1 0.3 -0.86
O 2.4698 0.8698 0.1983 -2.5 -0.3 0.4 -0.69
O 0.0077 0.5757 0.8127 3.2 2.9 3.2 -0.85
O 0.0115 -1.5001 -0.0683 1.2 -2.8 0.1 -0.93
O -0.6193 0.3548 -1.2349 -3.4 0.3 -2.4 -0.96
S -0.8915 -0.4064 -0.0122 -1.9 -1.1 -1.8 2.55
S 1.1388 0.6070 -0.3261 5.1 1.1 0.2 1.74



[4]
11
Properties=species:S:1:pos:R:3:forces:R:3:nbo_charge:R:1 method="wB97M-V/def2-TZVPD" e_lumo_ev=5.910 homo_lumo_gap_ev=6.105 homo_energy_ev=-0.195 e_above_lowest_kcal_mol=42.4 charge=-2
Sn -13.5951 -2.5332 24.3815 0.2 -1.4 0.0 1.47
S -15.3118 -2.1604 22.4811 -7.7 0.9 -5.1 2.59
O -15.1316 -3.4502 23.1042 0.3 -3.3 1.3 -1.08
O -16.6396 -1.6386 22.8799 0.9 0.2 0.3 -1.08
O -14.2661 -1.2774 22.9366 2.0 4.3 -0.5 -1.11
O -15.2541 -2.3123 21.0411 0.6 0.0 -0.9 -1.07
S -12.3043 -2.9889 26.6385 2.9 -2.5 3.9 2.61
O -11.5862 -2.0625 27.4653 0.4 1.1 1.0 -1.05
O -12.2274 -4.3650 27.1303 0.2 0.1 -0.3 -1.05
O -13.7095 -2.6351 26.4870 -3.4 1.2 1.4 -1.10
O -11.7974 -2.8755 25.2617 3.9 -0.6 -1.0 -1.13